{"formula": "C10H13P", "method": "ωB97M-V/def2-TZVPD", "de_lowest_kcal_mol": 25.3, "smiles": "Cc1cc(C)cc(C)c1.C#P", "total_energy_ev": -19866.24642, "total_charge": 0, "elements": ["C", "C", "C", "C", "C", "C", "C", "C", "C", "H", "H", "H", "H", "H", "H", "H", "H", "H", "H", "H", "H", "C", "P", "H"], "xyz": [[1.8506, -0.4896, -2.2396], [0.8514, -0.1553, -1.1402], [0.8060, 1.0869, -0.5158], [-0.0796, 1.4207, 0.4989], [0.4076, 2.7561, 1.0261], [-1.1573, 0.5260, 0.6648], [-1.1791, -0.6815, -0.0290], [-2.1832, -1.7427, 0.3395], [-0.0947, -1.0287, -0.8418], [2.6580, 0.1918, -1.9306], [2.1533, -1.4969, -2.4444], [1.3699, 0.0364, -3.0570], [1.5819, 1.7331, -0.9074], [-0.1777, 2.8732, 1.9707], [1.4107, 2.6686, 1.2829], [0.2876, 3.5570, 0.3155], [-1.9870, 0.7549, 1.2201], [-3.1854, -1.4233, 0.4056], [-2.1462, -2.4583, -0.5721], [-2.0029, -2.4012, 1.1910], [-0.2538, -2.0138, -1.2867], [-0.0988, -1.4025, 3.9370], [-0.0726, -0.5395, 5.2247], [0.1642, -2.0237, 3.1559]], "forces_ev_per_angstrom": [[-0.3, 3.1, 1.3], [1.4, 0.1, -0.9], [0.9, -1.5, -0.9], [1.2, 0.0, -2.6], [-3.7, -0.7, 2.1], [1.9, 0.4, -1.1], [0.8, 0.0, 1.8], [0.7, -1.9, -2.8], [-3.8, -2.3, 0.8], [0.6, -0.7, -0.7], [-0.1, -0.4, 0.1], [0.3, -0.5, -0.9], [0.1, 0.6, 0.6], [0.5, 0.9, -0.6], [1.8, -0.1, 0.5], [-0.4, 0.3, -0.1], [-1.7, 0.6, 1.8], [-1.2, 0.7, 0.1], [-0.4, 0.8, 1.4], [0.5, 0.5, 0.2], [0.8, 0.2, -0.2], [0.3, 1.7, 2.7], [-0.3, -0.7, -1.3], [0.0, -1.0, -1.5]]}

{"formula": "C10H14B2F4N6Pd", "method": "ωB97M-V/def2-TZVPD", "spin_multiplicity": 5, "total_energy_ev": -35186.76648, "s2": 6.04, "total_charge": 4, "elements": ["C", "N", "N", "C", "C", "B", "N", "N", "C", "C", "C", "Pd", "N", "N", "C", "C", "C", "H", "H", "H", "H", "H", "H", "H", "H", "H", "H", "H", "C", "H", "H", "H", "F", "B", "F", "F", "F"], "xyz": [[-0.2824, 3.0059, -0.5559], [-0.0920, 1.7649, -1.0279], [0.0697, 1.7727, -2.3961], [-0.0147, 3.0431, -2.7737], [-0.2374, 3.8513, -1.6622], [0.2403, 0.4898, -3.2624], [1.3978, -0.3932, -2.7343], [1.4886, -0.6994, -1.3918], [2.5838, -1.4752, -1.2299], [3.1997, -1.6612, -2.4791], [2.4209, -0.9584, -3.3905], [0.0182, 0.0737, -0.1854], [-1.0800, -0.3241, -3.3489], [-1.6891, -0.8299, -2.2232], [-2.8300, -1.3992, -2.6589], [-2.9588, -1.2645, -4.0592], [-1.8189, -0.5783, -4.4529], [-3.5102, -1.8811, -1.9611], [-1.4679, -0.2468, -5.4260], [-3.7591, -1.6207, -4.7011], [0.5204, 0.8693, -4.3638], [2.5075, -0.8091, -4.4563], [0.0856, 3.2665, -3.8217], [4.0970, -2.2258, -2.6906], [-0.3533, 4.9237, -1.6537], [2.8685, -1.8364, -0.2482], [-0.4268, 3.1790, 0.4970], [-0.8356, -1.5755, -0.2916], [-0.2754, -1.7093, 0.6174], [0.6257, -2.4087, 0.5130], [0.4475, -0.7161, 1.2544], [-0.9191, -1.8244, 1.5176], [-0.0229, 0.1927, 2.1545], [-0.0070, 0.0043, 3.5881], [0.4891, 1.2505, 3.8750], [-1.3305, -0.2021, 3.8833], [0.8267, -1.0569, 3.8735]], "forces_ev_per_angstrom": [[0.2, -2.1, -0.4], [-0.1, 2.4, 0.0], [-0.1, 1.8, -0.3], [0.5, -2.6, -2.3], [-0.4, 2.1, 1.4], [-0.3, 0.2, -1.5], [1.4, -0.5, -1.3], [2.3, -1.6, 0.7], [-2.4, 1.4, 1.5], [1.6, -1.2, 0.5], [-3.0, 2.2, -1.0], [0.6, 1.4, 1.2], [-0.3, 0.3, -2.4], [-2.8, -1.3, -0.5], [1.4, 0.4, 2.3], [-1.8, -1.1, 0.0], [3.5, 1.9, 0.6], [0.1, 0.1, -0.2], [-0.2, -0.1, 0.0], [0.0, 0.0, 0.1], [0.0, -0.1, 0.2], [0.3, -0.1, -0.2], [0.0, 0.5, -0.2], [0.1, -0.1, 0.0], [0.0, 0.2, -0.1], [0.1, 0.0, -0.2], [0.0, 0.3, 0.1], [-0.9, -1.8, -0.4], [2.5, -2.5, 1.7], [-2.0, 0.3, 0.2], [-0.8, -1.9, -0.5], [0.5, -0.2, -0.7], [-0.1, 0.6, -1.4], [0.2, -0.3, -0.2], [0.1, 0.2, 2.0], [0.5, 0.1, 0.9], [-0.7, 0.9, 0.3]]}

{"formula": "C10H14BBrMnN6", "method": "ωB97M-V/def2-TZVPD", "de_lowest_kcal_mol": 43.3, "spin_multiplicity": 6, "total_energy_ev": -121579.22468, "s2": 8.76, "total_charge": 0, "elements": ["H", "N", "B", "N", "C", "Mn", "H", "C", "H", "C", "H", "C", "H", "H", "H", "N", "N", "N", "N", "C", "C", "H", "H", "C", "C", "C", "C", "H", "H", "H", "H", "H", "Br"], "xyz": [[2.4548, 3.9147, 0.9582], [1.5498, 2.1199, 0.2141], [0.2537, 0.4693, -1.3295], [0.5310, 1.8542, -0.6812], [0.0595, 3.0474, -1.1402], [2.7749, 0.9497, 1.1126], [-0.7552, 3.0933, -1.8485], [0.7981, 4.0733, -0.5602], [0.7122, 5.1266, -0.7537], [1.7188, 3.4675, 0.3077], [0.4884, 0.5796, -2.5119], [-1.8563, -2.4337, 4.0129], [-1.2211, -3.0650, 4.6397], [-1.2407, -1.6767, 3.5205], [-2.3361, -3.0453, 3.2443], [-1.2736, 0.0639, -1.2721], [1.1662, -0.6842, -0.8225], [-1.9622, -0.1157, -0.0824], [2.2130, -0.5499, 0.0674], [-2.1059, -0.1613, -2.3283], [1.2919, -1.8969, -1.4296], [-1.7524, -0.0750, -3.3508], [0.5748, -2.2228, -2.1698], [-3.3660, -0.4932, -1.8236], [2.4280, -2.5310, -0.9369], [-3.2210, -0.4551, -0.4154], [2.9870, -1.6702, 0.0206], [-4.2607, -0.7125, -2.3677], [2.8296, -3.4783, -1.2511], [-4.0063, -0.6577, 0.2983], [3.8481, -1.7993, 0.6633], [-2.5849, -1.9582, 4.6135], [3.2626, 0.9225, 3.4020]], "forces_ev_per_angstrom": [[0.0, -0.1, 0.0], [-1.4, 2.1, -1.2], [-1.4, -0.4, -0.9], [0.9, 1.5, 0.8], [0.8, -0.7, 0.6], [1.1, 0.2, 1.9], [0.1, -0.1, 0.0], [0.1, 0.0, 0.3], [-0.2, 0.1, 0.0], [-1.5, -1.0, -1.4], [0.0, 0.0, 0.0], [0.9, -0.5, -0.8], [-0.1, 0.1, -0.1], [-0.1, -0.1, 0.1], [0.0, 0.1, 0.2], [-0.4, -0.1, 0.9], [1.6, -1.1, 0.7], [-0.2, -0.1, -0.7], [-0.4, -2.4, -1.4], [-0.6, -0.1, 0.6], [0.4, 0.9, 0.7], [-0.1, 0.0, 0.3], [0.1, 0.1, 0.1], [1.0, 0.3, 0.1], [0.2, 0.1, 0.2], [1.4, 0.4, -1.0], [-1.9, 0.4, -1.2], [-0.1, -0.1, -0.2], [-0.1, -0.1, 0.0], [0.3, 0.1, 0.3], [-0.1, 0.1, -0.1], [-0.8, 0.5, 0.6], [0.3, 0.1, 0.3]]}

{"formula": "C10H14BBrN6Pt", "method": "ωB97M-V/def2-TZVPD", "de_lowest_kcal_mol": 0.0, "spin_multiplicity": 5, "total_energy_ev": -93483.37161, "s2": 6.04, "total_charge": 2, "elements": ["H", "N", "B", "N", "C", "Pt", "H", "C", "H", "C", "H", "C", "H", "H", "H", "N", "N", "N", "N", "C", "C", "H", "H", "C", "C", "C", "C", "H", "H", "H", "H", "H", "Br"], "xyz": [[0.8605, 3.3239, 1.6410], [0.5867, 1.8295, 0.1338], [0.2314, 0.4651, -1.9590], [0.6608, 1.8072, -1.2274], [0.9899, 3.0650, -1.6012], [0.3794, 0.2053, 1.2190], [1.0820, 3.3714, -2.6130], [1.1643, 3.8658, -0.4768], [1.4177, 4.9018, -0.4086], [0.8659, 3.0629, 0.6063], [0.1833, 0.5532, -3.1423], [-1.3990, -1.8838, 3.8948], [-0.9923, -2.3040, 4.8635], [-0.5832, -1.7608, 3.1297], [-2.3081, -2.4069, 3.5455], [-1.1649, -0.0001, -1.3636], [1.2586, -0.6357, -1.4539], [-1.2965, -0.2000, -0.0274], [1.3066, -0.9286, -0.1173], [-2.3698, -0.2543, -1.9347], [2.0783, -1.5183, -2.0830], [-2.5001, -0.1324, -2.9989], [2.2336, -1.5514, -3.1467], [-3.2858, -0.5695, -0.9465], [2.6785, -2.3403, -1.1262], [-2.5820, -0.5230, 0.2463], [2.1639, -1.9507, 0.1002], [-4.3497, -0.7627, -1.0566], [3.4071, -3.1124, -1.2697], [-2.9510, -0.6944, 1.2443], [2.3930, -2.3576, 1.0608], [-1.7860, -0.8568, 4.0223], [1.6271, 0.2924, 3.2452]], "forces_ev_per_angstrom": [[0.0, -0.2, 0.5], [0.2, 1.3, -0.2], [-0.9, 0.3, 0.6], [0.0, 0.5, 0.3], [0.0, -0.5, 0.3], [-1.8, -0.7, 2.1], [0.0, -0.1, -0.8], [-0.4, -0.2, 0.6], [0.1, 0.3, -0.3], [0.4, 0.2, -1.5], [0.2, 0.0, 0.1], [-0.1, 0.7, 0.2], [-0.5, 0.5, -1.3], [-0.7, -0.7, 0.5], [0.9, -0.3, 0.0], [0.1, -0.2, -0.1], [1.1, -1.4, -1.3], [-0.6, 0.0, 0.8], [1.6, -1.1, -0.6], [0.5, 0.5, 0.0], [-1.7, 2.2, -0.1], [0.0, -0.1, 0.0], [-0.2, 0.3, -0.2], [-0.4, 0.0, -0.1], [0.3, -0.8, 2.0], [0.6, 0.2, -0.6], [0.3, -0.2, -1.4], [0.4, 0.0, -0.1], [0.2, -0.2, -0.3], [0.2, 0.0, 0.1], [-0.1, 0.1, 0.5], [0.4, -0.2, 0.5], [0.0, 0.0, -0.2]]}